# 1
Here is a molecular structure, C28H21LuN5O4 in a non-equilibrium geometry from the OMol25 dataset. Energies are from ωB97M-V with the def2-TZVPD basis set.

Each line ends with the natural charge from an NBO analysis.
Positions of all 59 atoms, in Å:
1 Lu 0.065 0.115 -0.077  2.170
2 O -1.440 -1.065 -0.748  -0.885
3 C -2.719 -1.233 -0.473  0.388
4 C -3.283 -2.514 -0.508  -0.245
5 C -4.624 -2.701 -0.249  -0.152
6 C -5.462 -1.620 0.051  -0.264
7 C -4.918 -0.360 0.093  -0.123
8 C -3.549 -0.146 -0.146  -0.243
9 C -3.061 1.208 -0.042  0.219
10 N -1.838 1.610 -0.009  -0.602
11 C -1.686 3.072 0.103  -0.246
12 C -0.227 3.541 0.048  -0.246
13 N 0.747 2.435 -0.021  -0.603
14 C 1.977 2.816 -0.052  0.220
15 C 3.163 1.998 -0.141  -0.243
16 C 4.402 2.626 0.084  -0.123
17 C 5.580 1.920 0.050  -0.264
18 C 5.529 0.549 -0.229  -0.152
19 C 4.329 -0.084 -0.475  -0.244
20 C 3.123 0.626 -0.445  0.388
21 O 1.985 0.009 -0.704  -0.886
22 H -2.637 -3.346 -0.764  0.217
23 H -5.036 -3.701 -0.287  0.223
24 H -6.515 -1.774 0.240  0.228
25 H -5.544 0.496 0.326  0.213
26 H -3.848 1.965 0.027  0.175
27 H -2.137 3.403 1.040  0.201
28 H -2.243 3.551 -0.700  0.212
29 H -0.013 4.146 0.929  0.203
30 H -0.090 4.186 -0.818  0.211
31 H 2.177 3.890 0.003  0.175
32 H 4.411 3.689 0.299  0.213
33 H 6.527 2.412 0.228  0.229
34 H 6.448 -0.024 -0.264  0.223
35 H 4.290 -1.141 -0.713  0.217
36 O 1.799 -5.616 5.349  -0.346
37 N 1.748 -5.514 4.146  0.534
38 O 2.104 -6.373 3.367  -0.363
39 C 1.342 -4.192 3.586  0.058
40 C 1.033 -3.257 4.496  -0.132
41 C 0.632 -1.945 4.095  -0.091
42 C 0.303 -0.949 5.029  -0.084
43 C -0.075 0.289 4.585  -0.250
44 C -0.118 0.510 3.209  0.111
45 N 0.189 -0.412 2.309  -0.533
46 C 0.564 -1.639 2.741  0.188
47 C 0.896 -2.648 1.764  0.236
48 N 0.802 -2.271 0.479  -0.488
49 C 1.086 -3.135 -0.467  0.111
50 C 1.485 -4.441 -0.183  -0.234
51 C 1.587 -4.844 1.121  -0.111
52 C 1.289 -3.936 2.160  -0.102
53 H 1.092 -3.504 5.546  0.267
54 H 0.353 -1.172 6.088  0.240
55 H -0.338 1.085 5.269  0.247
56 H -0.415 1.479 2.824  0.209
57 H 0.996 -2.788 -1.489  0.219
58 H 1.708 -5.125 -0.990  0.243
59 H 1.894 -5.848 1.355  0.267

Forces on atoms 1 to 3 (eV/Å):
-0.188 0.339 0.991
-0.786 -0.440 -0.373
0.268 -0.099 -0.168

Summary:
- total charge = +1
- E_LUMO (hartree) = -0.1394
- HOMO-LUMO gap (eV) = 7.03

# 2
Here is a molecular structure, C28H21N3O3S in a non-equilibrium geometry from the OMol25 dataset. Energies are from ωB97M-V with the def2-TZVPD basis set.

Each line ends with the natural charge from an NBO analysis.
Positions of all 56 atoms, in Å:
1 O -2.955 -2.678 -2.013  -0.589
2 C -1.906 -1.985 -1.831  0.672
3 N -0.594 -2.305 -1.913  -0.582
4 C 0.292 -1.549 -1.552  0.212
5 N 1.454 -2.125 -1.602  -0.327
6 N 2.458 -1.297 -1.026  -0.433
7 C 2.624 0.006 -1.028  0.572
8 O 1.867 0.921 -1.777  -0.671
9 C 4.029 0.582 -0.876  -0.113
10 C 4.825 1.293 -1.674  -0.116
11 C 6.042 1.932 -1.369  -0.259
12 C 6.595 1.441 -0.324  -0.108
13 C 6.018 0.398 0.619  -0.048
14 C 6.610 0.298 1.995  -0.178
15 C 5.877 -0.511 2.765  -0.201
16 C 4.480 -0.879 2.775  -0.175
17 C 3.985 -0.677 1.519  -0.223
18 C 4.619 0.132 0.545  -0.030
19 H 3.017 -0.661 1.240  0.197
20 H 3.966 -1.331 3.525  0.219
21 H 6.301 -0.778 3.738  0.194
22 H 7.493 0.602 2.300  0.208
23 H 7.713 1.744 0.052  0.195
24 H 6.573 2.386 -1.932  0.198
25 H 4.313 1.807 -2.832  0.227
26 H 3.386 -1.782 -0.876  0.418
27 S -0.462 -0.118 -1.199  0.513
28 C -2.062 -0.414 -1.412  -0.361
29 C -3.339 -0.002 -0.974  -0.125
30 C -3.414 1.329 -0.492  -0.129
31 C -2.571 2.536 -0.894  -0.190
32 C -2.839 3.659 -0.448  -0.231
33 C -3.871 3.954 0.518  -0.161
34 C -4.791 2.749 0.776  -0.265
35 C -4.588 1.546 0.275  0.359
36 O -5.381 0.788 0.618  -0.480
37 C -5.105 -0.068 1.639  -0.094
38 C -3.827 -0.804 2.020  -0.017
39 C -3.806 -2.100 1.338  -0.280
40 C -2.696 -2.680 1.299  -0.160
41 C -1.317 -2.234 1.671  -0.198
42 C -1.565 -0.770 2.184  -0.163
43 C -2.732 -0.223 2.098  -0.277
44 H -2.700 0.706 2.432  0.222
45 H -0.612 -0.267 2.111  0.216
46 H -0.297 -2.738 1.398  0.246
47 H -2.482 -3.942 0.907  0.182
48 H -4.575 -2.796 1.104  0.245
49 H -5.087 0.751 2.527  0.151
50 H -6.100 -0.695 2.007  0.224
51 H -5.596 3.088 1.391  0.218
52 H -4.055 4.941 0.853  0.216
53 H -1.940 4.551 -0.653  0.208
54 H -1.671 2.176 -1.396  0.228
55 H -4.038 -0.634 -1.083  0.221
56 H -0.471 -3.249 -1.924  0.423

Forces on atoms 1 to 3 (eV/Å):
4.379 1.353 0.382
-6.679 1.576 -0.209
-9.295 -5.860 -3.098

Summary:
- E_LUMO (hartree) = -0.0337
- HOMO-LUMO gap (eV) = 6.61

# 3
Here is a molecular structure, C28H21N6NiO2Te from the OMol25 dataset. Energies are from ωB97M-V with the def2-TZVPD basis set.

Each line ends with the natural charge from an NBO analysis.
Positions of all 59 atoms, in Å:
1 Ni -0.056 0.868 -1.245  0.840
2 C -3.281 -4.960 -2.090  -0.255
3 O -4.578 -4.533 -2.464  -0.495
4 C -5.087 -3.449 -1.816  0.287
5 C -6.249 -2.900 -2.350  -0.250
6 C -6.825 -1.798 -1.750  -0.196
7 C -6.235 -1.200 -0.641  0.021
8 C -5.103 -1.779 -0.084  -0.213
9 C -4.530 -2.900 -0.664  -0.251
10 N -6.935 -0.080 -0.072  -0.154
11 N -6.343 0.906 0.400  -0.109
12 C -4.929 1.057 0.325  -0.034
13 C -4.287 1.395 1.498  -0.158
14 C -2.899 1.449 1.621  -0.328
15 C -2.085 1.191 0.516  0.368
16 O -0.803 1.179 0.518  -0.736
17 C -2.759 0.967 -0.740  0.145
18 N -1.916 0.833 -1.805  -0.471
19 C -2.428 0.689 -3.007  0.069
20 C -3.815 0.688 -3.229  -0.255
21 C -4.671 0.803 -2.172  -0.133
22 C -4.157 0.917 -0.861  -0.093
23 H -2.983 -5.703 -2.825  0.197
24 H -3.284 -5.418 -1.097  0.172
25 H -2.571 -4.130 -2.103  0.188
26 H -6.685 -3.355 -3.230  0.221
27 H -7.738 -1.371 -2.146  0.222
28 H -4.645 -1.347 0.796  0.233
29 H -3.646 -3.328 -0.214  0.216
30 H -4.911 1.577 2.366  0.219
31 H -2.431 1.685 2.566  0.222
32 H -1.730 0.588 -3.827  0.215
33 H -4.185 0.598 -4.241  0.220
34 H -5.740 0.820 -2.337  0.223
35 Te 1.009 0.392 -3.361  -0.440
36 N 6.061 0.277 2.093  -0.579
37 C 7.255 0.740 2.598  0.171
38 C 8.263 0.136 3.328  -0.288
39 C 9.356 0.923 3.680  -0.251
40 C 9.421 2.267 3.306  -0.244
41 C 8.405 2.866 2.574  -0.235
42 C 7.302 2.097 2.209  0.091
43 N 6.182 2.441 1.496  -0.517
44 C 5.441 1.335 1.432  0.363
45 C 4.187 1.201 0.793  -0.169
46 C 3.434 -0.013 0.768  -0.269
47 C 2.240 -0.074 0.118  0.010
48 N 1.689 0.982 -0.538  -0.571
49 C 2.393 2.155 -0.520  -0.009
50 C 3.589 2.300 0.106  -0.235
51 H 5.702 -0.654 2.172  0.403
52 H 8.209 -0.907 3.616  0.200
53 H 10.166 0.486 4.251  0.198
54 H 10.285 2.853 3.596  0.198
55 H 8.458 3.908 2.285  0.210
56 H 3.779 -0.911 1.265  0.188
57 H 1.664 -0.990 0.097  0.196
58 H 1.933 2.980 -1.048  0.200
59 H 4.099 3.252 0.086  0.230

Forces on atoms 1 to 3 (eV/Å):
-0.184 0.186 0.422
0.008 -0.027 0.037
-0.009 0.073 -0.064

Summary:
- total charge = -1
- 2S+1 = 3
- ⟨S²⟩ = 2.03
- E_LUMO (spin up / spin down) (hartree) = 0.0685 / 0.0515
- HOMO-LUMO gap (spin up / spin down) (eV) = 4.10 / 6.04

# 4
Here is a molecular structure, C28H22Cl5N3O2Pd from the OMol25 dataset. Energies are from ωB97M-V with the def2-TZVPD basis set.

Each line ends with the natural charge from an NBO analysis.
Positions of all 61 atoms, in Å:
1 Pd 0.531 -0.465 0.036  1.092
2 Cl 1.523 2.624 0.695  0.199
3 C 0.340 2.077 1.775  0.013
4 C -0.147 0.773 1.641  -0.262
5 C -1.118 0.408 2.537  -0.093
6 Cl -1.793 -1.165 2.470  0.113
7 C -1.611 1.298 3.568  0.027
8 Cl -2.803 0.779 4.622  0.256
9 C -1.092 2.603 3.681  -0.133
10 Cl -1.663 3.655 4.888  0.161
11 C -0.114 3.007 2.786  -0.054
12 Cl 0.537 4.558 2.858  0.214
13 O -4.513 5.745 -1.604  -0.636
14 C -3.308 5.394 -1.140  0.766
15 O -2.541 6.211 -0.720  -0.533
16 C -2.936 3.935 -1.180  -0.135
17 C -1.576 3.642 -1.224  -0.152
18 C -1.154 2.328 -1.178  -0.246
19 C -2.075 1.293 -1.063  0.174
20 C -3.438 1.578 -1.045  -0.230
21 C -3.859 2.897 -1.108  -0.180
22 N -1.526 -0.014 -0.947  -0.473
23 C -2.237 -1.069 -1.059  0.150
24 C -1.604 -2.386 -0.951  0.115
25 C -2.279 -3.531 -1.340  -0.184
26 C -1.596 -4.740 -1.350  -0.114
27 C -0.260 -4.752 -0.992  -0.214
28 C 0.341 -3.566 -0.595  0.076
29 N -0.319 -2.413 -0.547  -0.456
30 H -4.965 5.013 -2.041  0.489
31 H -0.870 4.458 -1.289  0.257
32 H -0.099 2.086 -1.254  0.216
33 H -4.184 0.803 -0.953  0.222
34 H -4.921 3.099 -1.052  0.232
35 H -3.299 -1.049 -1.294  0.204
36 H -3.314 -3.470 -1.649  0.249
37 H -2.095 -5.650 -1.651  0.255
38 H 0.321 -5.663 -1.016  0.256
39 H 1.386 -3.536 -0.323  0.214
40 C 1.704 -2.235 2.448  -0.419
41 N 2.265 -1.276 1.484  -0.421
42 C 2.813 -0.141 2.243  -0.425
43 C 3.348 -1.880 0.663  -0.281
44 C 3.265 -1.440 -0.774  -0.001
45 C 4.145 -1.896 -1.753  -0.216
46 C 4.039 -1.433 -3.057  -0.157
47 C 3.058 -0.512 -3.416  -0.193
48 C 2.171 -0.041 -2.457  -0.249
49 C 2.283 -0.551 -1.172  -0.167
50 H 2.483 -2.622 3.114  0.212
51 H 1.233 -3.071 1.943  0.208
52 H 0.954 -1.733 3.056  0.210
53 H 3.593 -0.485 2.929  0.213
54 H 2.027 0.328 2.833  0.200
55 H 3.245 0.588 1.561  0.220
56 H 3.327 -2.969 0.759  0.225
57 H 4.318 -1.565 1.059  0.233
58 H 4.918 -2.607 -1.491  0.235
59 H 4.739 -1.785 -3.802  0.244
60 H 2.991 -0.155 -4.434  0.243
61 H 1.410 0.683 -2.724  0.232

Forces on atoms 1 to 3 (eV/Å):
0.233 -0.280 -0.068
0.100 -0.028 0.135
-0.057 0.345 0.047

Summary:
- total charge = +2
- 2S+1 = 5
- ⟨S²⟩ = 6.03
- E_LUMO (spin up / spin down) (hartree) = -0.2435 / -0.3612
- HOMO-LUMO gap (spin up / spin down) (eV) = 7.35 / 4.62

Number 1: DFT total energy -2889.79043 hartree. Number 2: DFT total energy -1867.01644 hartree. Number 3: DFT total energy -3334.99189 hartree. Number 4: DFT total energy -3823.07504 hartree.